Molecular formula: C15H21N3O2S
Method: DFT, ωB97M-V/def2-TZVPD

Geometry as XYZ:
```
42
C15H21N3O2S | the OMol25 dataset | ωB97M-V/def2-TZVPD
C 2.1715 -1.4522 6.9082
C 1.7872 -1.3657 5.6496
C 1.2492 -2.5242 4.8561
N -0.0682 -2.2545 4.3140
C -0.3468 -1.4273 3.2853
N 0.6755 -0.8710 2.5988
N 0.4115 -0.2144 1.4002
C 1.3460 -0.3357 0.4138
O 2.4079 -0.8949 0.6531
C 1.0018 0.2762 -0.8815
C 1.7797 -0.0649 -1.9903
C 1.5034 0.4569 -3.2304
C 0.4391 1.3497 -3.4087
C -0.3228 1.7098 -2.2977
C -0.0446 1.1773 -1.0541
H -0.6440 1.4933 -0.2139
H -1.1403 2.4072 -2.3835
O 0.2843 1.8044 -4.6723
C -0.8259 2.5897 -5.0698
C -1.9488 1.7292 -5.6586
C -2.7766 0.9666 -4.6219
C -3.7710 1.8583 -3.8869
H -4.3240 1.2791 -3.1515
H -4.4815 2.2909 -4.5882
H -3.2724 2.6733 -3.3679
H -2.1113 0.4794 -3.9065
H -3.3324 0.1798 -5.1364
H -1.4840 1.0175 -6.3439
H -2.6073 2.3770 -6.2406
H -0.4301 3.2421 -5.8552
H -1.1894 3.2217 -4.2564
H 2.0963 0.1947 -4.0922
H 2.6002 -0.7519 -1.8499
H -0.5889 -0.0828 1.2574
H 1.6121 -1.2745 2.5671
S -1.9223 -1.0578 2.9026
H -0.8599 -2.4583 4.9057
H 1.9309 -2.7572 4.0293
H 1.1715 -3.4111 5.4881
H 1.8242 -0.4242 5.1192
H 2.5501 -0.6011 7.4471
H 2.1365 -2.3834 7.4502
```

Summary:
* lowest unoccupied orbital energy: 0.712 eV
* structure (SMILES): C=CCNC(=S)NNC(=O)c1ccc(OCCCC)cc1
* HOMO level: -8.414 eV
* ΔE to the lowest compared entry with this formula, charge and spin: 262.2 kJ/mol
* molar mass: 307.4 g mol⁻¹
* total charge: 0



Molecular formula: C15H21N5O3S2
Method: DFT, ωB97M-V/def2-TZVPD

Geometry as XYZ:
```
46
C15H21N5O3S2 | the OMol25 dataset | ωB97M-V/def2-TZVPD
C 7.0406 2.2984 -1.0120
C 6.9384 1.4110 0.2202
H 7.2561 1.9440 1.1188
H 7.5435 0.5082 0.0862
O 5.5873 1.0288 0.4793
C 5.1192 -0.0170 -0.2212
O 5.7759 -0.6526 -1.0116
C 3.7268 -0.3086 0.0934
C 2.8342 0.3089 0.9403
N 1.6081 -0.2581 0.9743
C 1.5070 -1.2740 0.1826
N 0.3981 -2.0407 -0.0076
C -0.8909 -1.8844 0.4764
O -1.7282 -2.6995 0.1768
C -1.1539 -0.6674 1.3130
H -2.1558 -0.7175 1.7360
H -0.3827 -0.5104 2.0618
S -1.0917 0.7947 0.2108
C -2.6718 0.6170 -0.4948
N -3.0024 1.1202 -1.6647
N -4.2938 0.7630 -1.7936
C -4.6879 0.0595 -0.7103
N -3.6803 -0.0370 0.1267
C -6.0532 -0.4794 -0.5183
H -6.5197 -0.6185 -1.4961
H -5.9684 -1.4486 -0.0253
C -6.9329 0.4478 0.3458
C -7.0371 1.8390 -0.2748
H -7.4021 1.7818 -1.2988
H -7.7281 2.4539 0.2969
H -6.0679 2.3333 -0.2760
C -6.3939 0.5274 1.7700
H -7.0081 1.1938 2.3710
H -5.3730 0.9000 1.7683
H -6.3945 -0.4559 2.2333
H -7.9344 0.0041 0.3729
H -4.8104 1.0215 -2.6190
H 0.5094 -2.8357 -0.6275
S 2.9713 -1.6589 -0.7048
C 3.0909 1.5001 1.7886
H 2.1622 1.7968 2.2665
H 3.4727 2.3187 1.1835
H 3.8391 1.2724 2.5454
H 6.7297 1.7440 -1.8940
H 8.0693 2.6210 -1.1438
H 6.4041 3.1732 -0.9008
```

Summary:
* lowest unoccupied orbital energy: 0.288 eV
* structure (SMILES): CCOC(=O)c1sc(NC(=O)CSc2n[nH]c(CC(C)C)n2)nc1C
* HOMO level: -8.465 eV
* ΔE to the lowest compared entry with this formula, charge and spin: 5.6 kJ/mol
* molar mass: 383.5 g mol⁻¹
* total charge: 0



Molecular formula: C15H22AuBr2N3O2
Method: DFT, ωB97M-V/def2-TZVPD

Geometry as XYZ:
```
45
C15H22AuBr2N3O2 | the OMol25 dataset | ωB97M-V/def2-TZVPD
Au -0.0842 -0.2039 -0.2076
Br 0.3033 4.9637 -0.3020
C 1.7169 3.7404 -0.2803
C 3.0246 4.1728 -0.2716
C 4.0686 3.2580 -0.2495
Br 5.8201 3.9115 -0.2369
C 3.8232 1.8453 -0.2379
C 4.8281 0.8624 -0.1990
C 4.4756 -0.4640 -0.1865
C 3.1234 -0.8110 -0.2161
N 2.1671 0.0988 -0.2522
C 2.4897 1.4057 -0.2599
C 1.3828 2.3486 -0.2790
O 0.1924 1.9434 -0.2916
H 3.2388 5.2327 -0.2812
H 5.8682 1.1573 -0.1782
H 5.2269 -1.2401 -0.1553
H 2.8208 -1.8502 -0.2117
N -4.9077 2.7630 1.2191
C -4.4592 1.5217 0.4985
C -2.9255 1.4378 0.4781
N -2.4397 0.2833 -0.2583
H -5.9257 2.8438 1.2424
H -4.5359 3.5983 0.7639
H -4.5730 2.7622 2.1847
H -4.8631 1.5542 -0.5121
H -4.8877 0.6630 1.0126
H -2.5514 1.3742 1.5031
H -2.5033 2.3378 0.0233
H -2.6740 0.3187 -1.2447
H -2.7422 -0.6125 0.1190
C 0.4627 -3.6236 1.0344
C -0.4426 -3.2757 -0.1553
C 0.3287 -3.3953 -1.4729
C -1.6485 -4.2278 -0.1757
O -0.9689 -1.9820 -0.0098
H 0.7482 -4.6744 1.0096
H -0.0700 -3.4245 1.9648
H 1.3661 -3.0069 1.0169
H 0.6287 -4.4242 -1.6657
H 1.2217 -2.7642 -1.4454
H -0.3055 -3.0522 -2.2924
H -1.3042 -5.2564 -0.2688
H -2.2956 -3.9862 -1.0200
H -2.2189 -4.1236 0.7475
```

Summary:
* lowest unoccupied orbital energy (alpha / beta): -6.239 / -8.324 eV
* multiplicity: 3
* HOMO level (alpha / beta): -13.894 / -14.134 eV
* molar mass: 633.1 g mol⁻¹
* ⟨S²⟩: 2.0342
* total charge: +2



Molecular formula: C15H22B4Ca3F25N4O9S3
Method: DFT, ωB97M-V/def2-TZVPD

Geometry as XYZ:
```
85
C15H22B4Ca3F25N4O9S3 | the OMol25 dataset | ωB97M-V/def2-TZVPD
Ca 4.7788 1.4869 8.1336
Ca 11.0451 2.9191 10.7510
Ca 8.4429 5.3126 7.1208
C 7.6344 -3.3769 16.8547
C 7.1421 -3.5606 15.4635
N 7.5650 -2.5477 14.5005
C 8.7758 -1.9490 14.4911
C 8.7435 -0.8512 13.6275
N 7.5268 -0.8416 12.8742
C 6.7345 -1.8630 13.5293
C 7.0714 -0.0551 11.6987
H 8.6675 -3.7162 16.7790
H 7.0316 -4.0726 17.4385
H 7.6113 -2.4269 17.3886
H 6.0991 -3.8042 15.2612
H 7.5232 -4.4741 15.0070
H 9.6398 -2.0475 15.1316
H 9.5139 -0.1581 13.3232
H 5.8228 -2.3185 13.1717
H 5.9827 -0.0983 11.6706
H 7.6298 -0.3268 10.8029
H 7.2395 1.0184 11.7848
C 12.6358 -2.4551 6.6103
C 13.1948 -1.5360 5.6273
N 14.1943 -0.6174 6.2378
C 15.5606 -0.6566 6.0018
C 16.1541 0.2180 6.9143
N 15.1852 0.8420 7.5529
C 13.9501 0.3147 7.2720
C 15.3221 1.9352 8.5406
H 11.7073 -2.9084 6.2631
H 12.2724 -1.9281 7.4926
H 13.2959 -3.2761 6.8903
H 12.3903 -0.9541 5.1775
H 13.7532 -2.1205 4.8961
H 15.9119 -1.4106 5.3130
H 17.2061 0.3824 7.0955
H 12.9552 0.5421 7.6253
H 14.3269 2.2776 8.8243
H 15.7976 2.8381 8.1574
H 15.7634 1.6732 9.5022
B 11.8943 0.1612 10.9128
F 12.2786 0.7230 12.1381
F 12.8122 -0.8251 10.4850
F 10.6590 -0.2895 11.0195
F 11.8830 1.1016 9.9037
B 5.1062 -1.3326 8.0378
F 5.7552 -0.4863 7.2025
F 5.8977 -1.6061 9.1663
F 4.0231 -0.6427 8.4162
F 4.8731 -2.5856 7.3381
B 9.1642 5.3445 10.6133
F 8.9798 5.4157 9.2410
F 8.5690 6.3994 11.1658
F 8.5805 4.2167 11.1202
F 10.5372 5.3968 10.8780
B 10.0285 2.8082 13.6118
F 9.1074 3.8095 13.9365
F 11.2193 3.4353 13.3451
F 10.0582 1.7624 14.5005
F 9.5385 2.3105 12.4391
C 12.9627 5.6016 7.6507
F 14.1271 5.1896 8.0564
F 12.4684 6.4720 8.5294
F 13.2257 6.1224 6.4522
S 11.8189 4.1339 7.4213
O 12.5802 3.2736 6.4928
O 11.6747 3.6524 8.7919
O 10.5528 4.6872 6.8976
C 6.5782 2.3474 3.6944
F 6.1968 1.0686 3.8482
F 7.8913 2.3886 3.5350
F 5.9107 2.8288 2.7017
S 6.0151 3.3314 5.1836
O 4.7507 4.0329 4.8285
O 5.7921 2.3218 6.2469
O 7.1373 4.2236 5.5640
C 9.1088 0.6278 7.1128
F 8.8873 -0.6307 7.5898
F 10.4636 0.8175 7.0328
F 8.3936 0.9783 5.9649
S 8.4518 1.8122 8.4459
O 7.0618 1.5120 8.7930
O 9.4117 1.6500 9.5612
O 8.5568 3.1524 7.8954
```

Summary:
* lowest unoccupied orbital energy: -3.847 eV
* HOMO level: -11.920 eV
* molar mass: 1137.0 g mol⁻¹
* total charge: +1